Entry 1:
The following is a DFT calculation (ωB97M-V with the def2-TZVPD basis set) of a molecular structure, C33H47N10S2Ti.

Properties
DFT total energy, Eh: -3479.2164
Kohn-Sham gap (alpha / beta), eV: 5.735 / 5.772

ORCA input file:
```
! RIJCOSX wB97M-V def2-TZVPD def2/J DEFGRID3
* xyz -1 3
C -0.94 0.00 -3.96
H -1.66 4.46 2.34
H -2.62 3.18 4.19
H 3.31 -0.90 -0.26
C -3.66 -0.93 -1.21
C 0.11 3.10 -3.37
H 2.53 1.70 1.66
C 1.29 -3.14 -0.98
C 0.58 3.63 -2.02
H 1.03 0.47 -4.72
H 1.09 -3.87 -2.97
H -2.20 -1.49 3.44
C 2.09 -1.44 3.44
N -2.41 1.80 2.67
H -3.19 -0.85 2.12
H 3.00 0.03 -3.84
C 2.04 -3.07 0.21
C -2.33 -0.65 2.76
C -1.11 -0.47 1.88
H -3.30 5.06 2.59
H -0.90 -1.38 1.32
H 3.06 -1.33 -2.73
H 1.60 -0.49 0.80
N -4.51 -4.36 -0.88
H -0.09 4.44 -1.68
H -0.22 -0.28 2.50
H 1.90 -4.67 2.42
N 1.22 -0.30 -2.81
C 1.51 2.84 0.13
C 1.72 -3.85 -2.09
C -1.24 2.40 -3.38
H 3.82 0.69 0.28
N -1.21 1.00 -2.92
S -2.07 -1.63 -1.18
H 3.87 -3.80 1.10
N -7.19 -0.97 -1.06
N -1.31 0.63 0.94
H -4.10 3.50 0.79
C -4.74 -1.80 -1.09
C 2.69 -0.31 -2.85
C 2.92 -4.54 -2.07
H 0.31 -2.67 -1.03
H 2.93 1.62 -1.95
C 2.24 -4.01 4.43
C 1.94 -2.51 2.52
C 0.55 -0.30 -4.11
S -3.99 0.76 -1.41
H -1.36 0.33 -4.92
C -4.59 -3.21 -0.96
C 3.67 -4.51 -0.90
H -1.47 -0.91 -3.66
H -2.53 2.21 -0.36
H 0.07 3.95 -4.06
C 3.31 0.61 -1.80
H 2.50 3.12 -0.26
H 4.61 -5.05 -0.85
C -2.72 4.19 2.28
C -2.54 0.63 3.54
H -4.10 2.87 3.27
N 1.64 -2.23 1.22
C 1.64 1.60 1.01
C -3.05 3.79 0.86
N 0.66 2.57 -1.02
H 3.26 -5.10 -2.94
C 2.29 -1.66 4.79
H -1.81 0.71 4.36
H 0.78 1.51 1.66
C 3.10 0.17 -0.36
N 1.74 0.37 0.21
H 0.94 -1.13 -2.28
H -0.30 2.45 -0.67
N -2.18 2.69 0.47
H -1.95 2.93 -2.72
C 3.25 -3.81 0.21
H 1.57 4.06 -2.13
H 2.28 -5.03 4.80
C 2.37 -2.94 5.31
H -1.67 2.44 -4.39
C -6.09 -1.33 -1.09
H 2.40 -0.80 5.45
H -3.54 0.66 3.98
H 2.53 -3.11 6.37
H -2.89 4.62 0.16
C 2.03 -3.81 3.07
C -1.95 1.66 1.39
H 0.68 -1.25 -4.64
H 4.39 0.63 -1.98
H 1.15 3.68 0.73
Ti -0.21 0.34 -1.01
C -3.01 3.01 3.18
H -2.16 0.82 -2.53
H 2.04 -0.43 3.06
H 0.87 2.41 -3.76
*
```



Entry 2:
The following is a DFT calculation (ωB97M-V with the def2-TZVPD basis set) of a molecular structure, C19H45AsN6O2PdS2Si3.

Properties
DFT total energy, Eh: -5258.5916
Kohn-Sham gap (alpha / beta), eV: 6.694 / 6.764

ORCA input file:
```
! RIJCOSX wB97M-V def2-TZVPD def2/J DEFGRID3
* xyz 0 3
H -0.32 3.36 3.04
H -1.17 2.31 -1.54
H 2.40 1.72 -0.72
C -1.76 -3.50 3.77
H -1.43 -1.26 5.59
H -2.32 -4.11 3.07
C -3.12 4.55 3.28
H -2.32 2.75 3.97
N 4.28 0.29 3.82
H -2.78 1.98 1.69
C 3.61 -0.68 -2.65
N 3.83 -0.53 2.79
N -2.46 3.23 3.10
H -1.48 -3.84 -1.27
S -0.98 -2.51 1.34
N 3.18 -1.10 0.90
C 3.23 -2.15 1.73
C -0.33 -1.43 3.75
H 3.69 -1.08 -1.64
H -1.42 5.84 3.67
Si -1.68 0.17 -2.62
H -1.87 4.78 0.85
H -1.16 -0.07 -5.04
H -0.09 -2.39 5.67
N 3.59 -0.06 1.60
Si 2.09 0.39 -2.78
H -2.72 -0.51 -0.50
H 1.43 -3.68 -0.50
C -1.99 -0.35 -4.39
O 0.03 2.22 0.71
N 3.64 -1.81 2.95
H -2.54 6.50 2.47
C 0.85 -3.03 -4.41
H 2.67 -3.48 -1.75
H -2.46 2.50 -2.75
H 1.82 -2.58 -4.59
H 3.25 2.46 -2.10
C -1.19 3.42 2.38
H -2.08 -3.15 -2.78
As 0.31 -0.77 -1.79
H -1.31 -4.74 -2.78
H 0.89 -4.07 -4.73
C -0.41 -1.43 5.26
C 1.74 0.80 -4.57
Pd 0.41 -0.69 0.71
H 3.98 -0.16 4.68
H -2.90 0.13 -4.77
H -3.48 -1.37 -1.85
C -1.28 -3.74 -2.33
H 0.87 1.44 -4.67
H -1.08 -4.15 4.33
H 1.49 2.64 -1.92
C -3.07 -0.41 -1.53
C -0.99 -2.43 3.03
Si 0.39 -2.95 -2.60
H 3.57 -1.51 -3.36
C -1.50 2.02 -2.54
H 0.11 -2.52 -5.03
H -3.88 0.33 -1.54
C -2.08 5.58 2.84
H -2.13 -1.43 -4.47
S 0.56 -0.19 3.01
C 2.33 1.95 -1.79
H -0.32 5.25 1.55
H 1.57 -0.11 -5.15
H -2.45 -3.06 4.49
O -2.11 1.68 1.02
H -3.44 4.68 4.31
H 0.23 -0.65 5.67
H -4.00 4.60 2.65
C -1.01 2.38 1.30
C -1.30 4.83 1.77
C 1.66 -3.84 -1.56
H 4.50 -0.09 -2.87
H 2.59 1.33 -5.01
H 1.64 -4.92 -1.76
H 3.79 1.17 3.71
H -0.77 2.40 -3.26
H 2.94 -3.15 1.46
*
```



Entry 3:
The following is a DFT calculation (ωB97M-V with the def2-TZVPD basis set) of a molecular structure, C26H47IrN2O3S2Sb in a non-equilibrium geometry.

Properties
DFT total energy, Eh: -2494.8772
Kohn-Sham gap (alpha / beta), eV: 6.340 / 6.342

ORCA input file:
```
! RIJCOSX wB97M-V def2-TZVPD def2/J DEFGRID3
* xyz 1 1
H 2.93 -0.51 4.86
C -2.82 -0.57 3.26
Sb 1.26 0.13 -1.15
H 0.76 -3.75 -2.10
H 2.46 -1.45 1.19
C 2.51 2.32 -3.01
H -2.68 -0.70 4.34
H 3.29 2.20 0.31
H -4.24 3.71 3.55
H -5.45 2.08 4.30
C 1.42 -2.72 4.78
C -0.88 -2.00 3.21
H 4.43 1.18 -1.62
C 4.40 0.20 -1.15
O -1.91 -1.34 2.53
H 2.36 3.18 -3.67
H 2.17 -3.44 4.47
C 2.70 -0.85 3.84
H -1.11 -2.06 4.28
H 5.33 0.08 -0.58
H 2.84 -1.08 -3.75
C -4.11 0.75 -4.09
H 0.69 4.04 -1.86
C 3.24 0.07 -0.16
H 2.61 0.01 3.19
H 4.13 1.17 1.47
C -3.54 3.14 2.95
C -2.97 0.77 -1.97
C 0.84 3.10 -1.32
C -4.88 1.23 3.92
O 0.63 -0.47 2.09
C 2.52 -1.93 -3.14
H 4.38 -0.55 -1.92
H -0.08 2.88 -0.78
C 1.19 -1.67 -2.44
C -4.07 -0.65 -4.09
N 1.44 -1.58 3.87
C -2.67 0.91 2.92
C 0.85 -2.83 -1.51
H 1.64 3.26 -0.59
H 0.39 1.22 -4.19
H -3.57 2.54 -3.03
H 0.46 -3.22 4.81
H 2.40 -2.78 -3.81
H -4.50 -1.21 -4.91
C 3.33 -1.27 0.57
H 1.62 -3.00 -0.76
C 0.08 -1.47 -3.47
H 2.36 1.24 1.47
H 3.28 2.59 -2.29
H -4.56 1.28 -4.92
C 1.19 2.00 -2.32
S -2.20 -1.45 -0.62
H -2.53 3.49 3.13
H 1.67 -2.38 5.79
H -0.81 -3.01 2.81
C -3.48 -1.32 -3.04
N -3.65 1.72 3.31
H 3.44 -2.09 -0.14
H -4.67 0.57 4.77
H 2.87 1.49 -3.62
C -3.56 1.45 -3.04
H 0.38 -0.77 -4.24
H 4.22 -1.27 1.20
H -3.44 -2.40 -3.02
H -3.77 3.28 1.89
C 0.46 -1.29 3.01
H 3.31 -2.18 -2.44
C 0.08 1.85 -3.36
H -0.13 -2.43 -3.95
O -1.67 1.34 2.33
H -3.82 -0.91 3.00
Ir -0.90 0.14 0.45
S -2.28 1.65 -0.62
H -0.16 2.84 -3.77
C 3.25 1.24 0.83
C -2.93 -0.60 -1.97
H -0.10 -2.67 -1.00
H 3.51 -1.48 3.49
H -0.84 -1.12 -3.02
H -0.84 1.45 -2.94
H -5.50 0.70 3.20
*
```



Entry 4:
The following is a DFT calculation (ωB97M-V with the def2-TZVPD basis set) of a gas-phase ion, H5N4O4P2 (charge -1) in a non-equilibrium geometry.

Properties
DFT total energy, Eh: -1205.7738
Kohn-Sham gap (alpha / beta), eV: 8.218 / 8.216

ORCA input file:
```
! RIJCOSX wB97M-V def2-TZVPD def2/J DEFGRID3
* xyz -1 1
H -1.94 0.07 1.84
N 1.12 -0.47 -1.26
H -0.96 1.51 -0.28
P 1.96 -0.11 0.28
O -2.59 0.43 1.23
N 0.52 0.11 1.13
O 2.59 1.23 0.08
O -2.12 -1.68 -0.04
O 2.71 -1.28 0.89
N 0.27 0.56 -1.42
N -0.60 0.62 -0.39
H 0.66 -1.47 -1.49
P -2.35 -0.23 -0.29
H -0.03 -0.75 1.27
H 0.78 1.45 -1.54
*
```



Relative energy (zero: lowest compared OMol25 entry of this formula, charge and spin)
In order: 60.0 0.0 156.3 141.9
Unit: kJ/mol